[1]
The following is a quantum chemistry calculation of a molecular structure, C49H42BrF4INO4PSTeTi in a non-equilibrium geometry, from OMol25.

The geometry in ORCA input format:
```
! wB97M-V def2-TZVPD RIJCOSX def2/J DEFGRID3
* xyz -1 2
Ti 0.8327 -0.8781 -1.0330
F 4.2424 5.9480 -2.0456
C 4.0200 4.6543 -1.8351
C 5.0760 3.7788 -1.7323
F 6.3259 4.2374 -1.8049
C 4.8273 2.4300 -1.5453
F 5.9026 1.6454 -1.4493
C 3.5483 1.9014 -1.4291
P 3.2704 0.0592 -1.4178
C 4.1296 -0.5128 -2.9334
C 3.3511 -0.6138 -4.0852
C 3.9250 -0.9791 -5.2968
C 5.2830 -1.2423 -5.3704
C 6.0661 -1.1407 -4.2278
C 5.4972 -0.7741 -3.0184
C 4.3995 -0.4598 -0.0824
C 4.9341 -1.7453 -0.0834
C 5.7328 -2.1681 0.9672
C 5.9985 -1.3172 2.0327
C 5.4338 -0.0522 2.0592
C 4.6279 0.3694 1.0110
C 2.4946 2.8118 -1.5536
Br 0.6849 2.3274 -1.3749
C 2.7332 4.1676 -1.7377
F 1.7275 5.0386 -1.8320
H 2.2873 -0.4233 -4.0322
H 3.3036 -1.0657 -6.1788
H 5.7316 -1.5285 -6.3138
H 7.1271 -1.3526 -4.2768
H 6.1198 -0.7038 -2.1386
H 4.7174 -2.4233 -0.8993
H 6.1451 -3.1692 0.9526
H 6.6288 -1.6478 2.8489
H 5.6125 0.6085 2.8982
H 4.1864 1.3588 1.0453
C -5.0717 3.3564 -4.8550
C -4.0637 2.3721 -4.3215
C -4.4560 1.1044 -3.8970
C -3.5251 0.1852 -3.4443
C -2.1821 0.5403 -3.4035
C -1.7713 1.7973 -3.8109
C -2.7163 2.7064 -4.2646
S -1.0517 -0.7139 -2.8960
O 0.3618 -0.2563 -3.0845
O -1.4210 -1.8781 -3.6417
O -1.2120 -0.8249 -1.4207
H -6.0893 3.0004 -4.6991
H -4.9279 3.5114 -5.9263
H -4.9661 4.3256 -4.3654
H -5.5037 0.8290 -3.9316
H -3.8215 -0.8105 -3.1408
H -0.7231 2.0588 -3.7783
H -2.3956 3.6916 -4.5852
C -7.2981 1.3194 4.8324
C -6.0258 1.1342 4.0426
C -5.8462 1.7409 2.8088
C -4.6706 1.5717 2.0784
C -4.5442 2.2771 0.7489
C -3.6340 0.7592 2.5707
Te -1.7639 0.5443 1.3708
N 0.5624 0.1079 0.7352
C 1.4009 -0.7186 1.2510
O 1.8793 -1.6427 0.4289
C 1.9086 -0.7012 2.6539
C 1.5730 0.3473 3.4999
C 2.0296 0.3507 4.8117
C 2.8196 -0.6941 5.2787
C 3.1559 -1.7400 4.4287
C 2.6970 -1.7457 3.1179
C -1.9516 -1.5756 1.4888
C -1.0008 -2.3240 2.1714
C -0.9302 -3.7039 2.0380
C -1.8516 -4.3574 1.2368
C -2.8644 -3.6290 0.6304
C -2.9385 -2.2427 0.7439
C -4.0754 -1.5091 0.0863
C -3.7988 0.1750 3.8368
C -2.7186 -0.6556 4.4854
C -4.9871 0.3623 4.5419
H -8.0122 1.9365 4.2860
H -7.0955 1.8031 5.7909
H -7.7702 0.3577 5.0458
H -6.6406 2.3625 2.4029
H -5.4617 2.8171 0.5067
H -4.3347 1.5669 -0.0542
H -3.7195 2.9938 0.7635
H 0.9607 1.1528 3.1140
H 1.7668 1.1702 5.4701
H 3.1690 -0.6945 6.3046
H 3.7760 -2.5529 4.7880
H 2.9345 -2.5529 2.4348
H -0.3066 -1.8291 2.8360
H -0.1517 -4.2550 2.5508
H -1.7887 -5.4288 1.0916
H -3.6107 -4.1452 0.0359
H -4.6929 -2.1969 -0.4947
H -3.6876 -0.7315 -0.5755
H -4.7012 -1.0199 0.8356
H -1.7323 -0.3231 4.1622
H -2.8148 -1.7096 4.2160
H -2.7811 -0.5782 5.5731
H -5.0986 -0.1068 5.5169
I 2.0743 -4.4134 -1.0538
C 0.6907 -2.9211 -1.7468
H 0.8038 -2.9492 -2.8311
H -0.2900 -3.3367 -1.5079
*
```

Results
Energy above the lowest of the compared OMol25 structures with the same formula, charge and spin, kcal/mol: 21.1
HOMO-LUMO gap (alpha / beta), eV: 5.92 / 5.94
⟨S²⟩: 0.76
Energy, Eh: -7376.4419
HOMO level (alpha / beta), eV: -4.0 / -4.0
Strongest force on any atom, eV/Å: 2.18



[2]
The following is a quantum chemistry calculation of 8 unconnected molecules or ions with the total composition C49H42BrO21P, from OMol25.

The geometry in ORCA input format:
```
! wB97M-V def2-TZVPD RIJCOSX def2/J DEFGRID3
* xyz 0 1
C -1.8231 -1.5251 1.9363
C -2.0357 -0.3988 2.9026
O -1.8808 -0.4596 4.0950
O -2.4354 0.7535 2.2996
C -3.3513 1.5542 3.0515
C -3.8894 2.6239 2.1405
O -4.8103 2.1565 1.1369
P -6.1692 1.4318 1.4711
O -7.1812 1.6553 0.4388
O -5.8272 -0.1281 1.6870
Br -5.2516 -0.8365 0.0813
O -6.5309 1.9082 2.9280
C -7.8602 1.6538 3.4486
C -8.0492 0.2121 3.9436
C -8.9462 -0.6014 3.0216
O -8.5614 0.2192 5.2726
H -0.7724 -1.5993 1.6582
H -2.1332 -2.4471 2.4237
H -2.4108 -1.3732 1.0372
H -2.8340 2.0547 3.8749
H -4.1295 0.9257 3.4864
H -3.0611 3.0576 1.5828
H -4.3542 3.4162 2.7283
H -7.9682 2.3362 4.2885
H -8.5870 1.9190 2.6782
H -7.0705 -0.2638 4.0154
H -8.4314 -0.8757 2.1006
H -9.8623 -0.0550 2.7841
H -9.2278 -1.5216 3.5344
H -9.4432 0.6068 5.2619
C 0.3671 -4.7900 -0.3709
C 1.4589 -5.4208 -0.7939
C 2.2098 -4.9399 -1.9794
O 3.2107 -5.5080 -2.3662
C 1.7038 -3.7306 -2.6747
C 0.6126 -3.1003 -2.2522
C -0.1414 -3.5803 -1.0666
O -1.1347 -3.0023 -0.6807
H -0.2004 -5.1173 0.4910
H 1.8538 -6.3016 -0.3040
H 2.2775 -3.4007 -3.5314
H 0.2207 -2.2156 -2.7379
C 7.3578 -2.3365 -0.2125
C 7.9932 -2.1769 -1.3706
C 7.5143 -2.8556 -2.5999
O 8.0870 -2.6962 -3.6624
C 6.3172 -3.7184 -2.4980
C 5.6798 -3.8729 -1.3426
C 6.1484 -3.1927 -0.1091
O 5.5599 -3.3295 0.9423
H 7.6787 -1.8521 0.7011
H 8.8734 -1.5562 -1.4852
H 5.9874 -4.2013 -3.4100
H 4.7965 -4.4872 -1.2530
C 14.1766 -2.7893 -2.9380
C 13.3108 -1.9612 -2.3617
C 11.8856 -1.9241 -2.7788
O 11.1016 -1.1695 -2.2413
C 11.4593 -2.8430 -3.8660
C 12.3285 -3.6729 -4.4374
C 13.7531 -3.7134 -4.0217
O 14.5424 -4.4701 -4.5435
H 15.2200 -2.8376 -2.6532
H 13.5915 -1.2802 -1.5683
H 10.4141 -2.8011 -4.1470
H 12.0472 -4.3558 -5.2291
C 5.0124 -1.0712 -6.5007
C 5.1465 -1.3165 -5.1999
C 4.1277 -0.8521 -4.2242
O 4.2366 -1.0755 -3.0362
C 2.9593 -0.1016 -4.7522
C 2.8267 0.1429 -6.0526
C 3.8432 -0.3250 -7.0316
O 3.7188 -0.1039 -8.2157
H 5.7402 -1.3970 -7.2329
H 5.9960 -1.8546 -4.7970
H 2.2361 0.2296 -4.0171
H 1.9870 0.6884 -6.4643
C -6.1022 8.1531 1.8454
C -5.4932 8.2695 0.6685
C -5.2645 7.0877 -0.2033
O -4.7082 7.1913 -1.2746
C -5.7445 5.7723 0.2905
C -6.3521 5.6578 1.4673
C -6.5812 6.8362 2.3400
O -7.1351 6.7273 3.4123
H -6.2793 8.9983 2.4984
H -5.1352 9.2170 0.2865
H -5.5727 4.9215 -0.3576
H -6.7119 4.7051 1.8388
C -5.1736 1.5824 -2.7966
C -4.9821 2.7170 -3.4653
C -4.3317 2.7261 -4.8005
O -4.1542 3.7554 -5.4129
C -3.9037 1.4183 -5.3663
C -4.0935 0.2829 -4.7011
C -4.7399 0.2807 -3.3667
O -4.9142 -0.7563 -2.7580
H -5.6517 1.5448 -1.8236
H -5.2864 3.6829 -3.0817
H -3.4361 1.4547 -6.3421
H -3.7943 -0.6826 -5.0890
C -0.9581 0.9011 6.8001
C -0.9290 -0.2814 7.4082
C -0.4403 -0.4185 8.8025
O -0.4096 -1.4935 9.3618
C 0.0147 0.8170 9.4943
C -0.0143 1.9993 8.8865
C -0.5049 2.1331 7.4902
O -0.5348 3.2133 6.9380
H -1.3081 1.0111 5.7829
H -1.2553 -1.1895 6.9175
H 0.3659 0.6895 10.5105
H 0.3110 2.9133 9.3672
*
```

Results
HOMO-LUMO gap, eV: 8.11
Energy, Eh: -6387.6437
HOMO level, eV: -10.0
Strongest force on any atom, eV/Å: 0.80



[3]
The following is a quantum chemistry calculation of a molecular structure, C49H42CrN4O3P2S2 in a non-equilibrium geometry, from OMol25.

The geometry in ORCA input format:
```
! wB97M-V def2-TZVPD RIJCOSX def2/J DEFGRID3
* xyz 0 5
Cr -0.3168 0.7808 0.0999
C -3.1499 -0.3101 0.9715
P -1.5104 -1.2229 1.1131
C -1.8443 -1.6166 2.8875
C -1.1606 -0.9343 3.8871
C -1.4992 -1.0873 5.2241
C -2.5266 -1.9409 5.5857
C -3.2414 -2.6032 4.5972
C -2.9202 -2.4250 3.2621
C -1.3985 -2.8656 0.2854
C -1.7587 -4.0807 0.8706
C -1.4752 -5.2855 0.2438
C -0.7795 -5.3069 -0.9531
C -0.3547 -4.1132 -1.5150
C -0.6608 -2.9104 -0.9031
C -2.7891 0.9433 1.7249
C -3.3966 1.7245 2.6824
C -2.4244 2.6682 3.1261
C -1.2713 2.4174 2.4158
C 0.1099 3.0162 2.4152
P 1.1692 1.7115 1.6538
C 2.7386 2.4684 1.1268
C 3.0325 3.8233 1.2110
C 4.2462 4.2982 0.7327
C 5.1581 3.4310 0.1540
C 4.8700 2.0743 0.0689
C 3.6656 1.5952 0.5519
C 1.8107 0.6651 3.0068
C 2.0496 -0.6811 2.7278
C 2.5677 -1.5161 3.7036
C 2.8387 -1.0156 4.9685
C 2.6041 0.3228 5.2507
C 2.1015 1.1654 4.2708
N -1.5014 1.3776 1.5582
H -3.9515 -0.8621 1.4560
H -3.4120 -0.0906 -0.0573
H -0.3781 -0.2501 3.6156
H -0.9651 -0.5230 5.9784
H -2.7911 -2.0733 6.6269
H -4.0692 -3.2471 4.8666
H -3.5391 -2.8965 2.5099
H -2.2247 -4.1067 1.8423
H -1.7757 -6.2124 0.7164
H -0.5472 -6.2498 -1.4328
H 0.2329 -4.1161 -2.4234
H -0.3103 -1.9906 -1.3401
H -4.4112 1.6383 3.0380
H -2.5687 3.4388 3.8674
H 0.4299 3.3191 3.4106
H 0.1620 3.8891 1.7542
H 2.3216 4.5112 1.6523
H 4.4790 5.3527 0.8089
H 6.0971 3.8097 -0.2287
H 5.5795 1.3959 -0.3864
H 3.4340 0.5384 0.4841
H 1.7936 -1.0720 1.7481
H 2.7429 -2.5613 3.4834
H 3.2387 -1.6673 5.7344
H 2.8134 0.7121 6.2389
H 1.9351 2.2111 4.4971
N 2.1825 1.5308 -3.2200
C 3.3958 0.8562 -3.1729
C 4.4903 1.2728 -3.9258
C 5.7035 0.6116 -3.8136
C 5.8446 -0.4604 -2.9432
C 4.7492 -0.9036 -2.2156
C 3.5266 -0.2671 -2.3501
S 2.0455 -0.8992 -1.6293
N 1.2196 0.5420 -1.2889
C 1.2897 1.5540 -2.1611
C 0.4812 2.6849 -1.9287
C 0.4909 3.8764 -2.6938
C -0.4070 4.8687 -2.4210
C -1.3404 4.6980 -1.3773
C -1.2891 3.5366 -0.6439
N -0.3961 2.5671 -0.8684
H 2.1233 2.3044 -3.8564
H 4.3813 2.1021 -4.6156
H 6.5482 0.9445 -4.4022
H 6.7963 -0.9664 -2.8477
H 4.8236 -1.7642 -1.5614
H 1.1968 4.0093 -3.5023
H -0.4125 5.7782 -3.0072
H -2.0832 5.4479 -1.1530
H -1.9878 3.3696 0.1665
C -4.3276 -4.5149 -4.7463
C -3.8769 -3.1736 -4.2370
C -4.4798 -2.6071 -3.1164
C -4.0517 -1.3881 -2.6214
C -3.0073 -0.7256 -3.2481
C -2.4021 -1.2645 -4.3704
C -2.8492 -2.4795 -4.8677
S -2.2831 0.7112 -2.4835
O -3.3465 1.5516 -1.9947
O -1.3805 1.2957 -3.4409
O -1.5332 0.1011 -1.3138
H -4.6267 -5.1587 -3.9187
H -3.5280 -5.0065 -5.3005
H -5.1880 -4.4134 -5.4113
H -5.2842 -3.1379 -2.6201
H -4.5279 -0.9361 -1.7601
H -1.5957 -0.7102 -4.8335
H -2.3827 -2.9026 -5.7501
*
```

Results
Energy above the lowest of the compared OMol25 structures with the same formula, charge and spin, kcal/mol: 0.0
HOMO-LUMO gap (alpha / beta), eV: 5.59 / 7.36
⟨S²⟩: 6.05
Energy, Eh: -4860.8208
HOMO level (alpha / beta), eV: -5.3 / -7.4
Strongest force on any atom, eV/Å: 1.51



[4]
The following is a quantum chemistry calculation of a molecular structure, C49H43BBiCl3GeN8P2Si, from OMol25.

The geometry in ORCA input format:
```
! wB97M-V def2-TZVPD RIJCOSX def2/J DEFGRID3
* xyz 2 1
Bi 0.8952 1.3037 0.0658
C 3.7203 0.7294 3.7178
C 2.7477 0.2999 2.8257
N 2.5187 1.2320 1.8950
N 3.3376 2.2784 2.1913
C 4.0677 1.9913 3.2808
B 3.1751 3.5495 1.3487
N 3.4306 3.1672 -0.1537
C 4.3674 3.6248 -0.9907
C 4.2075 3.0276 -2.2303
C 3.1193 2.1897 -2.0827
N 2.6709 2.2714 -0.8241
N 1.6644 3.9883 1.5289
C 1.1956 5.0992 2.1050
C -0.1855 5.0301 2.1866
C -0.5070 3.8081 1.6304
N 0.6141 3.1770 1.2540
N 4.0531 4.7035 1.7036
C 4.0525 5.9266 1.0932
C 5.0164 6.6901 1.6893
C 5.5737 5.8432 2.6715
N 4.9985 4.6593 2.6771
H 4.1198 0.2000 4.5636
H 2.2013 -0.6258 2.8280
H 4.7720 2.7146 3.6532
H 5.1019 4.3368 -0.6554
H 4.7995 3.1876 -3.1127
H 2.6405 1.5395 -2.7950
H 1.8684 5.8735 2.4310
H -0.8544 5.7683 2.5897
H -1.4719 3.3571 1.4738
H 3.3694 6.1530 0.2893
H 5.2855 7.7052 1.4588
H 6.3683 6.0545 3.3683
C -3.7240 1.4367 0.7398
Si -3.2167 -0.0436 -0.2298
C -3.7436 -1.5418 0.6852
C -5.0479 -2.0412 0.6696
C -5.4244 -2.9747 1.6236
C -4.5168 -3.3877 2.5974
C -3.2238 -2.8882 2.6133
C -2.8399 -1.9685 1.6424
P -1.2048 -1.2109 1.4464
C -0.6568 -0.7788 3.1237
C -0.9275 0.5113 3.5804
C -0.5560 0.9009 4.8573
C 0.0954 -0.0013 5.6869
C 0.3743 -1.2858 5.2383
C 0.0058 -1.6768 3.9596
C -0.1407 -2.6069 0.9723
C 1.2376 -2.4053 0.8944
C 2.0986 -3.4587 0.6359
C 1.5841 -4.7294 0.4104
C 0.2131 -4.9331 0.4495
C -0.6472 -3.8813 0.7362
C -3.1729 0.1212 -2.0328
C -4.1341 1.0084 -2.5463
C -4.4432 0.9846 -3.8985
C -3.8136 0.0653 -4.7293
C -2.8498 -0.8018 -4.2248
C -2.5008 -0.7590 -2.8828
P -1.1750 -1.7542 -2.1099
C -1.6450 -3.4550 -2.5646
C -2.7308 -3.9992 -1.8765
C -3.1857 -5.2715 -2.1772
C -2.5488 -6.0195 -3.1607
C -1.4599 -5.4903 -3.8356
C -1.0064 -4.2106 -3.5411
C 0.2873 -1.4358 -3.1523
C 1.4538 -2.0951 -2.7439
C 2.6154 -2.0139 -3.4962
C 2.6316 -1.2648 -4.6671
C 1.4868 -0.5908 -5.0691
C 0.3205 -0.6726 -4.3171
H -4.8194 1.4742 0.7056
H -3.3493 2.3807 0.3521
H -3.4582 1.2955 1.7881
H -5.7674 -1.7100 -0.0701
H -6.4302 -3.3718 1.6203
H -4.8244 -4.1012 3.3498
H -2.5247 -3.2107 3.3755
H -1.4296 1.2213 2.9308
H -0.7689 1.9034 5.2033
H 0.3889 0.2971 6.6841
H 0.8820 -1.9869 5.8870
H 0.2431 -2.6751 3.6133
H 1.6632 -1.4262 1.0666
H 3.1667 -3.2872 0.6015
H 2.2502 -5.5559 0.2039
H -0.1949 -5.9175 0.2639
H -1.7128 -4.0656 0.7627
H -4.6487 1.7077 -1.9001
H -5.1742 1.6737 -4.2978
H -4.0657 0.0302 -5.7809
H -2.3695 -1.5161 -4.8828
H -3.2249 -3.4223 -1.1003
H -4.0309 -5.6846 -1.6430
H -2.9010 -7.0141 -3.3975
H -0.9616 -6.0712 -4.6001
H -0.1540 -3.8119 -4.0772
H 1.4346 -2.7143 -1.8518
H 3.5022 -2.5467 -3.1786
H 3.5309 -1.2133 -5.2660
H 1.4907 -0.0061 -5.9800
H -0.5575 -0.1390 -4.6530
Cl -0.4171 2.8424 -3.9045
Ge -0.3295 3.2293 -1.7773
Cl 1.0062 4.9509 -1.6252
Cl -2.2468 4.2072 -1.4054
*
```

Results
Energy above the lowest of the compared OMol25 structures with the same formula, charge and spin, kcal/mol: 30.2
HOMO-LUMO gap, eV: 6.84
Energy, Eh: -6999.9987
HOMO level, eV: -12.8
Strongest force on any atom, eV/Å: 0.95